{
  "formula": "C21H22N2Pt",
  "method": "ωB97M-V/def2-TZVPD",
  "max_force_ev_per_a": 2.22,
  "e_lumo_ev": 0.00,
  "homo_lumo_gap_ha": 0.2550,
  "elements": ["Pt", "C", "N", "C", "C", "C", "C", "C", "C", "C", "C", "H", "H", "H", "H", "H", "H", "H", "H", "H", "H", "H", "H", "N", "C", "C", "C", "C", "C", "C", "C", "C", "C", "C", "C", "C", "H", "H", "H", "H", "H", "H", "H", "H", "H", "H"],
  "xyz": [[-0.151, -0.593, -0.080], [-1.536, -3.551, 0.052], [-0.709, -2.731, -0.830], [-1.388, -2.512, -2.107], [0.594, -3.359, -1.070], [1.533, -2.339, -1.656], [2.453, -2.662, -2.644], [3.308, -1.692, -3.152], [3.245, -0.396, -2.659], [2.334, -0.072, -1.659], [1.473, -1.038, -1.145], [-1.706, -4.550, -0.370], [-2.500, -3.066, 0.199], [-1.049, -3.658, 1.020], [-1.617, -3.473, -2.587], [-0.749, -1.928, -2.763], [-2.315, -1.966, -1.941], [0.504, -4.238, -1.723], [0.968, -3.699, -0.102], [2.501, -3.677, -3.023], [4.009, -1.945, -3.937], [3.886, 0.373, -3.071], [2.290, 0.941, -1.283], [0.092, -0.051, 2.438], [-0.724, 0.998, 2.910], [-1.405, 0.852, 4.116], [-2.198, 1.869, 4.615], [-2.296, 3.060, 3.912], [-1.636, 3.193, 2.701], [-0.851, 2.172, 2.156], [-0.301, 2.388, 0.774], [0.169, 3.671, 0.475], [0.474, 4.050, -0.820], [0.242, 3.163, -1.859], [-0.200, 1.879, -1.573], [-0.434, 1.426, -0.260], [0.122, -0.825, 3.090], [1.032, 0.259, 2.229], [-1.305, -0.075, 4.670], [-2.728, 1.735, 5.549], [-2.901, 3.874, 4.290], [-1.754, 4.108, 2.135], [0.297, 4.384, 1.281], [0.868, 5.039, -1.018], [0.425, 3.460, -2.885], [-0.369, 1.198, -2.396]]
}

{
  "formula": "C21H22N4",
  "method": "ωB97M-V/def2-TZVPD",
  "smiles": "C(=N/N1CCN(Cc2cccc3ccccc23)CC1)/c1cccnc1",
  "max_force_ev_per_a": 5.37,
  "e_lumo_ev": 0.14,
  "homo_lumo_gap_ha": 0.2768,
  "elements": ["N", "N", "C", "C", "C", "C", "C", "C", "C", "C", "C", "C", "C", "C", "C", "C", "C", "C", "N", "N", "C", "C", "C", "C", "C", "H", "H", "H", "H", "H", "H", "H", "H", "H", "H", "H", "H", "H", "H", "H", "H", "H", "H", "H", "H", "H", "H"],
  "xyz": [[3.517, -2.475, 0.278], [5.183, 0.201, 3.868], [4.541, -2.019, 0.891], [4.477, 1.333, 3.614], [5.107, -0.878, 2.986], [3.907, 1.518, 2.343], [3.829, 0.466, 1.389], [-6.076, 0.812, 0.452], [-2.287, 2.961, -2.018], [-5.495, -0.456, 0.243], [-1.659, 1.720, -1.964], [4.509, -0.788, 1.743], [-5.325, 2.008, -0.021], [-3.547, 3.083, -1.499], [-4.225, -0.548, -0.403], [-2.236, 0.599, -1.393], [-4.051, 1.958, -0.739], [-3.490, 0.646, -0.836], [2.345, -1.819, -0.117], [0.001, -0.588, -1.255], [-1.434, -0.704, -1.648], [1.187, -1.437, 0.753], [2.195, -1.660, -1.567], [0.485, -0.252, 0.091], [0.711, -1.687, -1.911], [5.219, -2.857, 1.146], [4.380, 2.123, 4.294], [5.629, -1.732, 3.170], [3.354, 2.469, 2.159], [3.384, 0.641, 0.373], [-7.105, 0.916, 0.877], [-1.801, 3.735, -2.534], [-6.093, -1.365, 0.457], [-0.617, 1.710, -2.359], [-5.939, 2.913, -0.124], [-4.133, 4.027, -1.602], [-3.881, -1.589, -0.481], [-1.917, -1.452, -0.930], [-1.602, -0.985, -2.644], [0.495, -2.254, 0.936], [1.684, -1.226, 1.687], [2.585, -0.707, -1.948], [2.583, -2.519, -2.021], [-0.359, -0.050, 0.774], [1.110, 0.631, -0.023], [0.600, -1.844, -3.042], [0.257, -2.577, -1.446]]
}

{
  "formula": "C21H22N4O3",
  "method": "ωB97M-V/def2-TZVPD",
  "smiles": "Cc1ccc(C(=O)N/C(=C/c2ccco2)C(=O)NCCCn2ccnc2)cc1",
  "max_force_ev_per_a": 1.27,
  "e_lumo_ev": 0.25,
  "homo_lumo_gap_ha": 0.3014,
  "elements": ["C", "C", "C", "C", "C", "C", "C", "H", "H", "C", "O", "N", "C", "C", "C", "C", "C", "C", "O", "H", "H", "H", "H", "C", "O", "N", "H", "C", "C", "H", "H", "C", "N", "C", "N", "C", "C", "H", "H", "H", "H", "H", "H", "H", "H", "H", "H", "H", "H", "H"],
  "xyz": [[7.221, -1.839, -0.863], [5.805, -1.718, -0.393], [5.373, -2.372, 0.754], [4.060, -2.274, 1.169], [3.147, -1.502, 0.456], [3.571, -0.855, -0.702], [4.884, -0.968, -1.117], [5.202, -0.467, -2.021], [2.877, -0.285, -1.303], [1.744, -1.447, 0.955], [1.252, -2.351, 1.603], [1.094, -0.292, 0.634], [-0.223, 0.090, 0.854], [-1.089, -0.683, 1.541], [-2.504, -0.533, 1.774], [-3.569, -0.215, 0.959], [-4.733, -0.373, 1.744], [-4.305, -0.773, 2.973], [-2.970, -0.884, 2.997], [-4.834, -1.002, 3.877], [-5.745, -0.218, 1.431], [-3.529, 0.003, -0.089], [-0.673, -1.577, 1.990], [-0.399, 1.480, 0.322], [0.564, 2.064, -0.166], [-1.599, 2.066, 0.459], [-2.356, 1.549, 0.883], [-1.828, 3.437, 0.068], [-2.758, 3.571, -1.141], [-3.688, 3.034, -0.946], [-2.997, 4.628, -1.269], [-2.136, 3.061, -2.448], [-2.034, 1.627, -2.489], [-3.059, 0.743, -2.453], [-2.645, -0.494, -2.466], [-1.290, -0.425, -2.516], [-0.892, 0.881, -2.538], [0.077, 1.332, -2.579], [-0.694, -1.315, -2.534], [-4.089, 1.041, -2.438], [-2.752, 3.397, -3.290], [-1.132, 3.475, -2.564], [-2.263, 3.978, 0.915], [-0.850, 3.868, -0.162], [1.610, 0.449, 0.161], [3.718, -2.788, 2.054], [6.072, -2.967, 1.324], [7.570, -0.900, -1.289], [7.880, -2.124, -0.047], [7.291, -2.603, -1.638]]
}

{
  "formula": "C21H22N4O6S",
  "method": "ωB97M-V/def2-TZVPD",
  "smiles": "COc1ccc(S(=O)(=O)N2CCOCC2)cc1NC(=O)COc1ncnc2ccccc12",
  "max_force_ev_per_a": 1.00,
  "e_lumo_ev": 0.17,
  "homo_lumo_gap_ha": 0.3249,
  "elements": ["C", "H", "O", "C", "C", "C", "C", "C", "C", "N", "C", "O", "C", "H", "H", "O", "C", "N", "C", "N", "C", "C", "C", "C", "C", "C", "H", "H", "H", "H", "H", "H", "H", "S", "O", "O", "N", "C", "H", "C", "H", "O", "C", "H", "C", "H", "H", "H", "H", "H", "H", "H", "H", "H"],
  "xyz": [[-2.917, 4.734, -1.167], [-2.529, 4.977, -2.160], [-2.454, 3.478, -0.726], [-1.106, 3.288, -0.599], [-0.142, 4.257, -0.833], [1.204, 3.958, -0.665], [1.575, 2.687, -0.287], [0.633, 1.702, -0.061], [-0.714, 1.993, -0.194], [-1.728, 1.067, 0.054], [-1.603, -0.168, 0.605], [-0.576, -0.637, 1.041], [-2.940, -0.917, 0.737], [-3.709, -0.468, 0.099], [-3.262, -0.916, 1.781], [-2.773, -2.281, 0.398], [-2.149, -2.489, -0.763], [-1.799, -1.452, -1.486], [-1.159, -1.696, -2.642], [-0.863, -2.853, -3.139], [-1.221, -3.947, -2.424], [-0.926, -5.232, -2.913], [-1.285, -6.337, -2.187], [-1.944, -6.211, -0.956], [-2.247, -4.973, -0.452], [-1.892, -3.826, -1.179], [-2.751, -4.854, 0.494], [-2.211, -7.100, -0.404], [-1.058, -7.325, -2.562], [-0.417, -5.312, -3.860], [-0.873, -0.817, -3.206], [-2.638, 1.376, -0.259], [0.950, 0.714, 0.223], [3.301, 2.257, -0.068], [3.715, 1.401, -1.140], [4.029, 3.474, 0.166], [3.219, 1.347, 1.308], [3.682, -0.017, 1.372], [3.636, -0.430, 0.365], [2.775, -0.781, 2.343], [3.158, -1.788, 2.518], [2.754, -0.148, 3.607], [2.275, 1.172, 3.511], [2.281, 1.574, 4.525], [3.164, 2.011, 2.585], [2.751, 3.007, 2.431], [4.170, 2.102, 3.020], [1.247, 1.168, 3.117], [1.754, -0.839, 1.941], [4.720, -0.056, 1.734], [1.966, 4.703, -0.823], [-0.424, 5.252, -1.138], [-2.650, 5.528, -0.464], [-4.001, 4.645, -1.215]]
}

{
  "formula": "C21H22O4",
  "method": "ωB97M-V/def2-TZVPD",
  "smiles": "CC1=C(COc2c3ccoc3cc3oc(=O)ccc23)CCC(C)(C)C1",
  "max_force_ev_per_a": 3.34,
  "e_lumo_ev": 0.11,
  "homo_lumo_gap_ha": 0.3178,
  "elements": ["O", "O", "O", "O", "C", "C", "C", "C", "C", "C", "C", "C", "C", "C", "C", "C", "C", "C", "C", "C", "C", "C", "C", "C", "C", "H", "H", "H", "H", "H", "H", "H", "H", "H", "H", "H", "H", "H", "H", "H", "H", "H", "H", "H", "H", "H", "H"],
  "xyz": [[1.958, 2.054, -4.383], [5.291, 0.375, 1.735], [3.025, 1.144, -2.566], [0.736, 1.365, 1.752], [1.993, 1.758, -3.193], [4.841, 0.622, 3.031], [0.746, 2.043, -2.444], [3.496, 0.907, 3.001], [0.700, 1.855, -1.102], [-0.785, -0.353, 0.973], [-2.085, 0.139, 0.912], [4.233, 0.711, -0.529], [4.295, 0.720, 0.870], [3.028, 1.077, -1.163], [1.890, 1.261, 1.017], [3.134, 0.985, 1.604], [1.884, 1.394, -0.392], [-2.632, 1.235, 1.820], [0.165, 0.071, 2.065], [-2.916, -2.888, -0.257], [-3.363, -1.559, -2.315], [-0.251, -1.375, -0.042], [-3.077, -0.313, -0.174], [-1.118, -1.472, -1.279], [-2.623, -1.538, -0.976], [5.452, 0.481, 3.904], [-0.113, 2.411, -3.025], [2.923, 1.146, 3.882], [-0.230, 2.121, -0.557], [5.099, 0.400, -1.102], [-1.856, 1.625, 2.487], [-3.052, 2.079, 1.247], [-3.369, 0.825, 2.473], [0.951, -0.688, 2.249], [-0.419, 0.172, 2.979], [-2.528, -2.835, 0.779], [-3.974, -3.105, -0.247], [-2.480, -3.800, -0.778], [-3.272, -0.576, -2.841], [-4.423, -1.761, -2.186], [-2.935, -2.325, -2.973], [-0.117, -2.351, 0.465], [0.741, -1.053, -0.327], [-3.172, 0.501, -0.870], [-4.045, -0.545, 0.252], [-0.813, -2.346, -1.874], [-0.936, -0.594, -1.901]]
}